{
  "formula": "C49H51IrN4OP2SSi",
  "method": "ωB97M-V/def2-TZVPD",
  "elements": ["Ir", "C", "Si", "C", "C", "C", "C", "C", "C", "P", "C", "C", "C", "C", "C", "C", "C", "C", "C", "C", "C", "C", "C", "C", "C", "C", "C", "C", "P", "C", "C", "C", "C", "C", "C", "C", "C", "C", "C", "C", "C", "H", "H", "H", "H", "H", "H", "H", "H", "H", "H", "H", "H", "H", "H", "H", "H", "H", "H", "H", "H", "H", "H", "H", "H", "H", "H", "H", "H", "H", "H", "H", "C", "C", "N", "C", "C", "C", "O", "C", "C", "C", "C", "N", "C", "H", "H", "H", "H", "H", "H", "H", "H", "H", "H", "H", "H", "H", "H", "C", "N", "C", "N", "S", "H", "H", "H", "H", "H", "H"],
  "xyz": [[0.955, -0.469, -0.353], [3.860, -1.597, -2.225], [3.298, -0.674, -0.693], [4.013, -1.396, 0.897], [5.373, -1.451, 1.205], [5.811, -2.100, 2.347], [4.901, -2.738, 3.188], [3.548, -2.697, 2.904], [3.111, -1.989, 1.783], [1.399, -1.975, 1.217], [0.235, -1.779, 2.596], [0.616, -1.543, 3.913], [-0.339, -1.491, 4.919], [-1.680, -1.681, 4.620], [-2.070, -1.922, 3.308], [-1.118, -1.972, 2.304], [1.187, -3.738, 0.783], [0.469, -4.621, 1.591], [0.428, -5.976, 1.279], [1.108, -6.460, 0.172], [1.849, -5.589, -0.620], [1.892, -4.240, -0.312], [4.002, 1.062, -0.778], [5.247, 1.369, -1.339], [5.759, 2.652, -1.251], [5.036, 3.655, -0.609], [3.797, 3.373, -0.065], [3.293, 2.076, -0.156], [1.636, 1.664, 0.426], [0.601, 2.744, -0.617], [0.912, 2.747, -1.979], [0.118, 3.441, -2.882], [-0.983, 4.152, -2.429], [-1.297, 4.154, -1.075], [-0.521, 3.441, -0.174], [1.556, 2.222, 2.139], [1.319, 3.551, 2.497], [1.427, 3.939, 3.823], [1.787, 3.015, 4.795], [2.058, 1.702, 4.438], [1.947, 1.310, 3.114], [4.890, -1.947, -2.130], [3.819, -0.920, -3.082], [3.239, -2.460, -2.467], [6.097, -0.983, 0.547], [6.867, -2.130, 2.580], [5.253, -3.274, 4.059], [2.849, -3.229, 3.539], [1.657, -1.395, 4.168], [-0.032, -1.307, 5.940], [-2.420, -1.649, 5.408], [-3.115, -2.078, 3.072], [-1.424, -2.175, 1.282], [-0.060, -4.268, 2.465], [-0.130, -6.652, 1.913], [1.075, -7.514, -0.067], [2.396, -5.963, -1.476], [2.471, -3.572, -0.933], [5.820, 0.602, -1.848], [6.724, 2.879, -1.684], [5.439, 4.657, -0.546], [3.227, 4.160, 0.415], [1.792, 2.224, -2.339], [0.374, 3.442, -3.933], [-1.586, 4.719, -3.126], [-2.145, 4.721, -0.714], [-0.799, 3.432, 0.871], [1.068, 4.291, 1.750], [1.241, 4.969, 4.097], [1.875, 3.324, 5.828], [2.370, 0.988, 5.189], [2.209, 0.301, 2.827], [-6.090, 3.617, -2.124], [-4.637, 3.417, -2.523], [-4.406, 2.165, -3.244], [-4.975, 2.055, -4.598], [-6.168, 1.116, -4.665], [-3.646, 1.158, -2.815], [-3.373, 0.185, -3.532], [-3.065, 1.146, -1.424], [-3.745, 1.391, -0.241], [-3.084, 1.189, 0.964], [-1.788, 0.709, 0.953], [-1.150, 0.405, -0.185], [-1.771, 0.655, -1.338], [-6.203, 4.566, -1.600], [-6.440, 2.818, -1.469], [-6.742, 3.642, -2.996], [-3.985, 3.442, -1.654], [-4.316, 4.233, -3.176], [-4.186, 1.713, -5.267], [-5.258, 3.064, -4.900], [-5.876, 0.105, -4.385], [-6.554, 1.085, -5.684], [-6.972, 1.447, -4.008], [-4.772, 1.733, -0.249], [-3.571, 1.389, 1.908], [-1.239, 0.553, 1.872], [-1.228, 0.433, -2.247], [-2.580, -4.450, -0.721], [-1.377, -3.684, -1.001], [-1.325, -2.608, -1.771], [-2.416, -2.169, -2.361], [0.255, -1.889, -2.070], [-2.366, -5.131, 0.098], [-2.894, -5.033, -1.589], [-3.392, -3.790, -0.411], [-0.490, -4.047, -0.682], [-3.264, -2.713, -2.302], [-2.498, -1.281, -2.871]],
  "gap_ev": 7.431,
  "total_charge": 2,
  "e_above_lowest_kj_mol": 0.0,
  "homo_energy_ev": -13.410,
  "multiplicity": 1
}